An isolated ion of composition C5H9BrN and charge +1, computed with ωB97M-V/def2-TZVPD.

Each line ends with the Mulliken charge.
Element x y z (Å)
C 0.68 0.32 -1.84  -0.915
N 0.08 0.53 -0.46  0.054
C -0.99 -0.46 -0.19  -0.514
C -1.01 -0.68 1.29  -0.476
C 0.33 -0.10 1.84  -0.229
C 0.93 0.48 0.69  -0.054
Br 2.58 1.32 0.49  -0.014
H 1.18 1.22 -2.32  0.293
H 1.53 -0.45 -1.56  0.411
H -0.06 -0.06 -2.54  0.390
H -0.49 1.48 -0.53  0.423
H -0.61 -1.42 -0.74  0.343
H -2.04 -0.23 -0.65  0.276
H -1.15 -1.79 1.63  0.346
H -1.74 -0.14 1.95  0.302
H 0.77 -0.04 2.93  0.365

HOMO energy   -0.49933 hartree
Kohn-Sham gap   0.36187 Eh
Net charge   +1

C5H9CdMgO4 as an isolated structure, computed with ωB97M-V/def2-TZVPD.

Each line ends with the Mulliken charge.
Element x y z (Å)
O 0.30 2.64 -0.29  -0.741
C 1.48 2.07 -0.13  0.017
C 1.71 0.82 0.35  0.062
O 0.46 0.17 0.69  -0.491
C 0.15 -0.95 -0.12  -0.328
C -1.31 -1.28 0.08  -0.485
O -2.06 -0.09 -0.16  -0.252
C -3.46 -0.30 -0.16  -0.801
Cd -1.09 1.63 0.69  0.383
H 2.36 2.68 -0.39  0.258
H 0.78 -1.81 0.14  0.337
H 0.33 -0.69 -1.18  0.330
H -1.50 -1.63 1.11  0.331
H -1.62 -2.07 -0.62  0.350
H -3.94 0.68 -0.28  0.289
H -3.74 -0.95 -1.00  0.263
H -3.78 -0.75 0.79  0.314
H 5.84 -0.14 -0.55  0.223
Mg 3.64 0.11 0.69  0.654
O 5.45 -0.13 0.32  -0.710

HOMO energy (spin up / spin down)   -0.21690 / -0.28303 hartree
Kohn-Sham gap (spin up / spin down)   0.20872 / 0.27459 Eh
Multiplicity   2

A 2-piece molecular cluster, C5H9Cl overall, computed with ωB97M-V/def2-TZVPD.

Each line ends with the Mulliken charge.
Element x y z (Å)
C -0.47 -0.92 1.13  -0.636
C -0.20 -0.99 -0.35  -0.424
C -0.93 0.16 0.13  0.609
C 2.10 -0.43 -0.89  -0.720
C -0.65 1.64 0.15  -1.071
Cl -2.76 -0.07 -0.36  -0.285
H -1.23 -1.76 1.50  0.209
H 0.17 -0.49 1.83  0.270
H -0.74 -1.75 -0.81  0.293
H 2.03 0.29 -1.77  0.250
H 2.39 -1.43 -0.99  0.335
H 2.13 -0.05 0.10  0.232
H 0.36 1.76 0.53  0.293
H -1.45 2.11 0.74  0.379
H -0.75 1.93 -0.94  0.266

HOMO energy   -0.31668 hartree
Kohn-Sham gap   0.31882 Eh

An isolated molecule of C5H9Cl2NOSi, computed with ωB97M-V/def2-TZVPD.

Each line ends with the Mulliken charge.
Element x y z (Å)
C 1.80 2.90 0.80  -0.944
C 2.11 1.63 0.99  -0.199
C 1.13 0.58 1.02  0.852
C -1.83 -1.83 -1.91  -1.122
C -0.71 -1.29 -1.04  -0.411
N 1.26 -0.66 1.27  -0.631
O -0.12 0.93 0.66  -0.247
Si -1.21 -0.31 0.44  0.504
Cl -2.77 0.99 0.16  -0.315
Cl -1.63 -1.38 2.10  -0.253
H 2.57 3.63 1.07  0.310
H 0.70 3.11 0.61  0.357
H 3.04 1.27 1.18  0.408
H -2.45 -2.70 -1.55  0.277
H -2.46 -0.99 -2.01  0.318
H -1.39 -2.09 -2.90  0.316
H -0.07 -0.73 -1.81  0.267
H -0.11 -2.01 -0.61  0.338
H 2.13 -1.06 1.53  0.175

HOMO energy (spin up / spin down)   -0.23558 / -0.37816 hartree
Kohn-Sham gap (spin up / spin down)   0.26259 / 0.25661 Eh
Multiplicity   3

An isolated molecule of C5H9ClFN, computed with ωB97M-V/def2-TZVPD.

Each line ends with the Mulliken charge.
Element x y z (Å)
C 0.42 0.20 2.99  -0.939
N 0.66 0.19 1.59  -0.236
C -0.51 0.46 0.87  -0.268
C -1.42 -0.77 0.72  -0.992
C -1.01 -0.19 -0.55  0.722
F -2.01 0.38 -1.25  -0.329
C 0.20 -0.87 -1.15  -0.632
Cl 1.70 0.26 -1.72  -0.267
H 0.40 1.35 3.22  0.315
H 1.20 -0.22 3.49  0.373
H -0.40 -0.31 3.57  0.266
H 1.31 0.81 1.38  0.209
H -1.07 1.45 1.11  0.288
H -0.99 -1.79 0.97  0.242
H -2.42 -0.61 0.57  0.449
H -0.02 -1.45 -1.98  0.497
H 0.44 -1.47 -0.31  0.302

HOMO energy   -0.33861 hartree
Kohn-Sham gap   0.37165 Eh

| no. | M (g mol⁻¹) |
| --- | --- |
| 1 | 163.0 |
| 2 | 269.8 |
| 3 | 104.6 |
| 4 | 198.1 |
| 5 | 137.6 |